The following is a DFT calculation (the ωB97M-V functional and the def2-TZVPD basis) of C35H55N4OP2SW as an isolated structure.

The geometry in XYZ format:
```
99
Properties=species:S:1:pos:R:3:mulliken_charge:R:1
C -1.71768 -1.65542 -2.17570 -0.065
C 0.50222 -2.16039 -1.86087 -0.392
C -1.77447 -2.52308 -3.23121 -0.472
C 0.42313 -3.27711 -2.69186 -1.227
C -0.75576 -3.43512 -3.43880 -0.748
H -2.67482 -2.49236 -3.88052 0.493
H 1.28813 -3.93601 -2.82920 0.561
H -0.83478 -4.22312 -4.17478 0.550
N -0.64675 -1.66286 -1.32684 0.984
P -2.72387 0.04413 -0.20716 0.258
P 2.43329 -0.43824 -0.29997 1.484
C -2.63105 -0.47753 -2.04393 -1.516
H -2.23436 0.39613 -2.59847 0.423
H -3.63648 -0.68988 -2.44525 0.750
C 0.35665 1.27242 1.35503 0.374
O 0.79106 2.14074 2.10210 -0.535
C 1.63800 -1.12868 -1.96492 -0.317
H 2.46649 -1.84073 -2.09558 1.137
C 3.85512 0.23720 -1.58875 1.970
C 3.42136 -1.14737 1.24807 2.073
C -3.37417 1.76513 -0.27602 2.109
C -3.95642 -1.28310 0.33967 1.859
C 3.67606 1.74425 -1.42372 -1.550
H 3.78955 2.07504 -0.38162 0.315
H 4.44013 2.27004 -2.02103 0.510
H 2.69028 2.07605 -1.77308 0.273
C 5.28041 -0.21826 -1.31142 -2.011
H 5.66699 -0.00166 -0.31840 0.360
H 5.39607 -1.28837 -1.51510 0.442
H 5.94844 0.29936 -2.01883 0.467
C 3.69146 -0.15912 -3.10363 -1.632
H 4.28552 0.54333 -3.70668 0.517
H 4.04400 -1.18528 -3.30085 0.441
H 2.65538 -0.09986 -3.49938 0.256
C 4.19546 0.05526 1.81621 -1.565
H 3.49138 0.84336 2.12238 0.211
H 4.74340 -0.26548 2.71428 0.508
H 4.92546 0.51107 1.13996 0.266
C 2.48341 -1.60742 2.35570 -1.913
H 1.87340 -0.78271 2.73316 0.165
H 1.82201 -2.42211 2.04593 0.415
H 3.08210 -1.96688 3.20430 0.659
C 4.27468 -2.34773 0.83681 -1.696
H 5.12199 -2.10148 0.19395 0.354
H 4.69200 -2.80790 1.74932 0.499
H 3.65652 -3.10942 0.33367 0.350
C -4.41079 -0.91314 1.75365 -1.589
H -5.06539 -1.71359 2.12734 0.548
H -3.55768 -0.83965 2.44101 0.256
H -4.98687 0.02141 1.78634 0.251
C -3.31275 -2.67967 0.37600 -1.297
H -2.94869 -3.00132 -0.60265 0.218
H -2.48630 -2.71625 1.09200 0.246
H -4.07514 -3.40172 0.70331 0.597
C -5.18626 -1.42255 -0.59682 -1.600
H -5.88891 -2.13076 -0.12395 0.499
H -5.72749 -0.48314 -0.76038 0.290
H -4.91673 -1.85234 -1.57268 0.401
C -2.53502 2.64308 -1.25008 -1.707
H -2.69429 2.36106 -2.30260 0.392
H -2.84274 3.70314 -1.13384 0.623
H -1.45445 2.57213 -1.04645 0.153
C -3.25525 2.38299 1.12957 -1.604
H -2.20443 2.49735 1.43812 0.353
H -3.70669 3.38766 1.11741 0.587
H -3.78813 1.79067 1.88312 0.261
C -4.83963 1.82084 -0.74345 -1.933
H -4.97482 1.36254 -1.73100 0.354
H -5.51878 1.35595 -0.02178 0.382
H -5.14644 2.87564 -0.83399 0.529
W -0.28527 -0.17003 0.24534 0.264
N 0.21286 0.79354 -1.48190 0.313
C 1.04392 0.22274 -2.34875 -1.130
C 0.90137 1.44850 -3.58142 0.814
C 0.70554 2.83450 -3.29041 -0.217
C 0.94082 1.09850 -4.94062 -0.354
C 0.61290 3.82401 -4.30604 -1.102
H 0.56651 3.16182 -2.24513 0.322
C 0.89844 2.05372 -5.99067 -0.966
H 0.99312 0.03061 -5.21320 0.385
C 0.73038 3.41258 -5.65500 -0.473
H 0.45702 4.88747 -4.05683 0.438
H 0.99061 1.75895 -7.05987 0.418
H 0.70558 4.16745 -6.43673 0.438
S -0.72374 -1.57581 2.11253 -0.527
C -0.69612 -0.66048 3.63410 0.297
N -1.32308 0.51919 3.73844 0.197
C -1.14799 1.46490 4.84026 -0.629
C 0.01907 1.05721 5.71466 -0.619
C 0.02681 -0.42828 5.96935 -0.710
N -0.01522 -1.11608 4.68051 -0.043
H -1.84632 0.83472 2.90417 -0.334
H -2.07732 1.49062 5.42546 0.474
H -0.99178 2.46328 4.41679 0.364
H -0.04695 1.59524 6.66613 0.408
H 0.95244 1.36776 5.23446 0.237
H -0.83719 -0.72032 6.57507 0.314
H 0.93372 -0.74325 6.48942 0.428
H 0.27966 -2.09845 4.61267 0.391
```

Lowest unoccupied orbital energy (alpha / beta), eV: -10.612 / -10.979
Expectation value of S²: 2.110
Gap between HOMO and LUMO (alpha / beta), eV: 5.24 / 4.99
Multiplicity: 3
Charge: +3


The following is a DFT calculation (the ωB97M-V functional and the def2-TZVPD basis) of C39H99CuN5O14 as an isolated structure.

The geometry in XYZ format:
```
158
Properties=species:S:1:pos:R:3:mulliken_charge:R:1
Cu -24.20467 1.89003 24.76548 1.554
C -24.03809 2.36410 28.94251 -1.315
C -23.20038 2.33700 27.67065 0.190
O -23.87843 2.87197 26.59382 -0.583
H -24.91302 1.71567 28.88913 0.117
H -24.40453 3.35809 29.21588 0.310
H -23.42603 2.09745 29.81197 0.449
H -22.88750 1.29444 27.49356 -0.221
H -22.26480 2.90283 27.82349 0.316
C -27.10781 -0.21813 26.67882 -1.272
C -26.47419 -0.67939 25.36548 0.750
C -27.60089 -1.08420 24.41896 -0.906
O -25.55820 0.23149 24.90553 0.372
H -26.40267 0.07312 27.46066 0.179
H -27.87803 -0.90470 27.05521 0.518
H -27.71154 0.69198 26.51986 -0.113
H -25.91502 -1.60603 25.61249 -0.605
H -27.17473 -1.47480 23.48756 -0.445
H -28.25314 -0.24342 24.16669 0.261
H -28.18705 -1.92141 24.80542 0.354
C -22.20580 -0.73288 24.79945 -0.859
O -22.33390 0.68556 24.78568 0.427
C -21.21611 1.27569 24.19801 -1.003
C -21.39724 2.80635 24.06456 -1.297
N -22.76869 3.11318 23.64172 1.533
C -23.00375 4.57862 23.70874 -0.614
C -22.20023 5.35424 22.66019 -0.915
O -22.42438 4.76859 21.42425 -0.166
C -21.61786 5.22860 20.36453 -0.934
H -23.19562 -1.18125 24.77991 -0.463
H -21.61431 -1.05058 25.65625 0.385
H -21.77190 -1.05747 23.84921 0.490
H -20.97506 0.90344 23.19561 0.890
H -20.30577 1.09591 24.77699 0.590
H -20.61579 3.18033 23.39734 0.350
H -21.16087 3.23913 25.03908 0.526
H -22.78145 2.93659 22.63533 -1.094
H -22.75798 4.93279 24.70882 0.257
H -24.06217 4.77462 23.52283 -0.053
H -21.17121 5.25078 23.04883 0.447
H -22.36906 6.43183 22.74663 0.550
H -20.66496 4.69487 20.39887 0.327
H -21.39236 6.30106 20.41319 0.371
H -22.14997 5.10805 19.42420 0.238
C -30.61069 2.11631 22.41525 -0.861
O -30.38652 0.84876 21.85106 -0.177
C -31.42273 0.36104 21.00816 -0.657
C -31.91748 -0.95111 21.58240 -0.642
N -30.92169 -1.99547 21.35374 0.202
C -31.27389 -3.34891 21.81136 -0.895
C -30.93928 -3.67215 23.26632 -0.374
O -29.66538 -4.28708 23.30489 -0.264
C -29.39065 -4.78150 24.61340 -0.786
H -30.20799 2.93764 21.80014 0.288
H -30.06033 2.17531 23.35657 0.138
H -31.66392 2.35966 22.58876 0.457
H -30.97614 0.23597 20.01802 0.246
H -32.27996 1.02697 20.86176 0.451
H -32.91998 -1.17146 21.20631 0.501
H -32.03434 -0.79174 22.66657 0.321
H -30.12025 -1.65954 21.89252 -0.244
H -30.73803 -4.08602 21.21130 0.251
H -32.35131 -3.40748 21.64260 0.457
H -31.68835 -4.38212 23.64335 0.444
H -30.94694 -2.77891 23.90741 0.316
H -30.14825 -5.46747 25.00132 0.340
H -29.37586 -3.90798 25.27797 0.287
H -28.40897 -5.23672 24.54384 0.226
C -22.14901 -0.05041 19.36906 -0.676
O -21.74886 0.19225 20.69231 -0.497
C -22.55570 1.13979 21.38460 -0.393
C -23.80968 0.43817 21.90402 -0.205
N -24.66408 1.21311 22.77919 1.435
C -25.28969 2.30932 22.05713 -0.904
C -26.31304 2.92591 22.98535 -1.087
O -25.77915 3.19845 24.25008 1.148
C -26.70092 3.90353 25.04765 -1.426
H -21.35416 -0.67468 18.95066 0.327
H -22.18647 0.88232 18.80548 0.293
H -23.02606 -0.68955 19.23615 0.234
H -22.79843 1.95427 20.69080 0.537
H -21.90536 1.48309 22.19154 -0.634
H -23.45796 -0.46208 22.41447 -0.599
H -24.31883 0.00910 21.02679 0.327
H -25.29441 0.64263 23.36025 0.171
H -25.97469 1.97245 21.26198 0.444
H -24.58820 3.06106 21.69660 -0.124
H -27.12255 2.18709 23.08371 0.121
H -26.81295 3.80398 22.55953 0.799
H -27.59691 3.28231 25.18310 0.087
H -27.04761 4.79061 24.51125 0.496
H -26.32254 4.09024 26.04459 0.411
C -34.13425 5.84764 25.59504 -0.761
O -32.73502 5.93192 25.41738 -0.284
C -32.26097 5.33634 24.23526 -0.691
C -30.73767 5.26324 24.29871 -0.739
N -30.16970 4.36722 25.27896 0.085
C -30.45797 4.67188 26.70307 -0.618
C -29.61924 3.77395 27.58183 -0.574
O -28.30625 4.29394 27.71002 -0.392
C -27.40499 3.27831 28.17781 -0.823
H -34.57927 5.01652 25.04602 0.342
H -34.58696 6.78265 25.25885 0.259
H -34.30212 5.72082 26.66183 0.236
H -32.55725 5.92231 23.35427 0.417
H -32.64274 4.31549 24.08411 0.358
H -30.41608 6.32201 24.31827 0.386
H -30.40733 4.94022 23.30460 0.353
H -29.17849 4.33705 25.08890 -0.060
H -31.52087 4.52232 26.87197 0.346
H -30.28002 5.75546 26.74511 0.403
H -29.74656 2.73049 27.28240 0.246
H -30.08463 3.82863 28.58141 0.465
H -27.79903 2.95652 29.15063 0.545
H -26.42656 3.74366 28.27653 0.244
H -27.26050 2.40769 27.53206 0.170
C -23.96796 -2.21830 27.71633 -0.354
O -23.19252 -3.36972 27.93984 -0.432
C -23.87234 -4.57148 27.67265 0.091
C -22.91880 -5.75422 27.86054 -1.161
N -21.69615 -5.79645 27.08587 -0.242
C -21.72350 -6.80941 26.04023 -0.435
C -20.67407 -6.50406 24.98857 -0.806
O -21.00987 -5.30320 24.30622 -0.337
C -19.98396 -4.84958 23.47364 -0.849
H -23.31071 -1.37425 27.92569 0.242
H -24.89243 -2.14487 28.30090 0.427
H -24.26907 -2.10168 26.66534 -0.067
H -24.13013 -4.63771 26.60133 -0.063
H -24.72779 -4.70901 28.34124 0.411
H -23.60858 -6.57948 27.62640 0.419
H -22.72433 -5.94621 28.92278 0.362
H -21.44196 -4.86235 26.79747 0.291
H -22.73609 -6.96820 25.66102 0.398
H -21.35433 -7.75950 26.45078 0.266
H -20.56457 -7.35370 24.30440 0.364
H -19.71854 -6.34304 25.50590 0.422
H -20.35537 -3.92001 23.04922 0.171
H -19.65281 -5.49469 22.65374 0.314
H -19.06604 -4.63073 24.03164 0.348
C -27.58301 -1.20582 19.78443 -0.245
C -28.12517 -2.46254 19.12718 -0.505
O -29.50045 -2.32460 18.82024 -0.609
H -26.48583 -1.28436 19.83850 0.104
H -27.86809 -1.11809 20.83615 -0.095
H -27.83378 -0.25553 19.31571 0.372
H -28.01257 -3.31628 19.80388 0.182
H -27.56979 -2.62725 18.20456 0.389
H -30.07188 -2.34862 19.61929 0.342
C -25.18141 -2.73150 23.08054 0.127
C -24.22209 -3.90631 23.03282 -0.660
O -22.89586 -3.43925 23.24156 -0.226
H -24.86338 -1.96105 22.37751 -0.091
H -25.21887 -2.32576 24.09069 -0.499
H -26.17535 -3.05090 22.76492 0.519
H -24.26484 -4.41984 22.06391 0.373
H -24.52543 -4.62868 23.80177 0.295
H -22.37766 -4.08648 23.74474 0.333
```

Energy above the lowest of the compared OMol25 structures with the same formula, charge and spin, kcal per mole: 0.0
Lowest unoccupied orbital energy (alpha / beta), eV: 0.527 / 0.338
Expectation value of S²: 0.753
Gap between HOMO and LUMO (alpha / beta), eV: 8.16 / 7.87
Multiplicity: 2


Record-wise DFT total energy values, in eV: -76403.6743; -122794.0464